{
  "formula": "C7H10CuN7O",
  "method": "wB97M-V/def2-TZVPD",
  "species": ["Cu", "N", "C", "N", "C", "N", "C", "N", "C", "N", "O", "H", "H", "H", "H", "H", "H", "N", "C", "C", "N", "C", "H", "H", "H", "H"],
  "coordinates": [[-11.6496, -6.9320, 0.0044], [-8.8436, -5.8051, -4.0506], [-8.5139, -5.9504, -2.9513], [-8.2426, -6.0653, -1.6702], [-9.1259, -6.1799, -0.7652], [-9.9661, -6.2370, 0.0334], [-15.1161, -8.5692, -3.4226], [-14.8738, -8.0571, -2.0885], [-13.5868, -7.6482, -1.7415], [-12.6075, -7.7098, -2.6511], [-13.4009, -7.3666, -0.5487], [-14.7992, -7.7981, -4.1920], [-16.2198, -8.7585, -3.5577], [-14.6335, -9.5090, -3.5736], [-15.4382, -8.4171, -1.3600], [-12.7424, -8.1120, -3.5975], [-11.9291, -7.0135, -2.5748], [-10.4214, -7.1437, -6.1136], [-11.1239, -7.3076, -7.2668], [-12.0217, -8.2709, -7.0377], [-11.8890, -8.7556, -5.7708], [-10.8856, -8.0244, -5.2400], [-9.7098, -6.4833, -5.8374], [-10.8823, -6.6226, -8.0753], [-12.6833, -8.7504, -7.7031], [-10.5194, -8.0801, -4.2018]],
  "forces_ev_per_a": [[-0.33, 0.13, 0.16], [0.29, -0.15, -0.48], [-0.80, 0.21, 1.01], [0.98, -0.16, -0.07], [0.32, 0.32, -1.69], [-0.28, -0.16, 1.15], [-1.51, 1.14, -0.84], [2.21, 0.74, -1.02], [-2.57, -1.86, -0.11], [-1.27, -1.04, -1.44], [0.36, 0.64, 0.80], [-0.38, -1.08, 0.82], [1.13, 0.39, 0.17], [0.57, -0.64, -0.41], [-0.28, -0.05, 0.83], [-0.01, 0.49, 0.82], [1.47, 1.00, 0.11], [0.33, 0.06, 0.38], [1.27, 2.16, -1.01], [-0.23, -1.00, 0.38], [1.04, 0.66, 1.49], [-1.33, -1.35, 0.77], [0.18, 0.30, -0.17], [-0.37, -0.54, -0.08], [-0.70, -0.13, -0.68], [-0.12, -0.10, -0.90]],
  "orbital_gap_ev": 9.3459,
  "charge": 0,
  "total_energy_ha": -2371.78186,
  "homo_ev": -9.01,
  "e_lumo_ev": 0.334,
  "fmax_ha_per_bohr": 0.0617
}